Computed, not measured: a 19-piece molecular cluster, C57H143N9O39S10 overall, with ωB97M-V with the def2-TZVPD basis set.

The geometry in XYZ format:
```
258
C57H143N9O39S10 ωB97M-V with the def2-TZVPD basis set
C -6.106 1.398 7.470
C -6.421 0.056 6.998
O -7.521 -0.404 6.893
N -5.289 -0.635 6.588
C -5.423 -2.005 6.013
H -5.073 1.648 7.189
H -6.157 1.410 8.564
H -6.806 2.138 7.056
H -4.405 -0.142 6.574
H -6.465 -2.329 6.050
H -4.837 -2.749 6.574
H -5.166 -2.036 4.929
C 0.733 3.452 0.023
C 1.456 4.685 0.400
O 1.050 5.873 0.310
N 2.705 4.504 0.877
C 3.593 5.550 1.342
H -0.165 3.391 0.665
H 1.460 2.640 0.178
H 0.422 3.493 -1.012
H 2.922 3.537 0.990
H 3.522 5.612 2.429
H 3.367 6.476 0.868
H 4.600 5.194 1.055
C 3.196 4.133 -4.548
C 2.108 3.132 -4.896
O 1.400 2.538 -4.072
N 1.820 2.897 -6.205
C 2.522 3.361 -7.390
H 3.247 4.393 -3.505
H 2.992 5.048 -5.115
H 4.208 3.756 -4.809
H 1.113 2.221 -6.447
H 2.185 2.663 -8.163
H 3.620 3.198 -7.287
H 2.287 4.396 -7.693
C 3.945 -0.851 3.282
C 2.817 -0.092 4.029
O 2.132 -0.593 4.928
N 2.653 1.205 3.704
C 1.595 2.060 4.194
H 3.806 -0.955 2.211
H 3.933 -1.854 3.760
H 4.899 -0.328 3.467
H 3.420 1.567 3.139
H 0.694 1.446 4.445
H 1.279 2.843 3.527
H 1.906 2.498 5.161
C 3.361 -1.570 7.917
C 2.229 -2.537 7.907
O 1.757 -3.007 8.957
N 1.705 -2.869 6.729
C 0.603 -3.798 6.613
H 3.162 -0.714 7.278
H 4.283 -2.001 7.498
H 3.529 -1.125 8.889
H 1.858 -2.298 5.912
H 0.906 -4.841 6.796
H 0.192 -3.749 5.612
H -0.184 -3.542 7.343
C 1.102 -3.187 2.689
C 1.014 -4.433 1.904
O 0.031 -4.873 1.304
N 2.221 -5.066 1.812
C 2.433 -6.255 0.958
H 0.368 -3.242 3.489
H 0.946 -2.294 2.049
H 2.078 -3.003 3.155
H 3.051 -4.632 2.173
H 3.175 -5.923 0.225
H 1.510 -6.460 0.448
H 2.827 -7.103 1.517
C -1.565 -0.916 4.788
C -1.558 -0.101 6.025
O -2.471 0.438 6.584
N -0.313 0.057 6.513
C -0.015 0.768 7.716
H -2.230 -1.784 4.852
H -0.541 -1.174 4.532
H -1.853 -0.191 4.037
H 0.464 -0.458 6.104
H 0.875 0.422 8.256
H -0.848 0.691 8.392
H 0.104 1.821 7.519
C -2.060 4.771 2.535
C -1.255 5.640 3.554
O -1.533 5.711 4.767
N -0.217 6.343 3.008
C 0.539 7.241 3.861
H -1.679 3.758 2.507
H -1.943 5.233 1.567
H -3.111 4.804 2.792
H 0.053 6.333 2.044
H 1.498 6.771 4.082
H 0.110 7.397 4.840
H 0.692 8.179 3.364
C 3.831 1.942 -1.527
C 5.079 1.608 -2.312
O 5.543 2.340 -3.187
N 5.707 0.480 -1.947
C 6.948 0.110 -2.558
H 2.981 1.649 -2.157
H 3.803 3.034 -1.372
H 3.832 1.337 -0.602
H 5.334 -0.041 -1.190
H 6.814 -0.287 -3.565
H 7.422 -0.724 -2.002
H 7.625 0.990 -2.591
O -1.256 7.465 -3.814
S -0.586 6.167 -3.923
O -0.718 5.490 -5.195
O 0.943 6.412 -3.792
C 1.397 7.344 -2.740
C 2.904 7.148 -2.573
C -0.955 5.023 -2.565
H 0.833 7.203 -1.814
H 1.156 8.342 -3.108
H 3.353 7.606 -3.463
H 3.093 6.083 -2.554
H 3.365 7.562 -1.671
H -0.594 4.047 -2.842
H -2.030 4.947 -2.489
H -0.549 5.432 -1.643
O -5.846 2.971 -0.235
S -4.413 2.817 -0.298
O -3.628 3.886 -0.820
O -3.844 2.439 1.106
C -4.503 1.461 1.868
C -4.422 1.784 3.357
C -4.109 1.400 -1.312
H -3.946 0.537 1.650
H -5.561 1.400 1.621
H -4.801 2.813 3.452
H -3.388 1.786 3.745
H -5.009 1.186 4.058
H -4.735 0.536 -1.084
H -3.056 1.268 -1.312
H -4.428 1.787 -2.262
O 3.633 -5.579 -2.724
S 2.653 -6.648 -3.004
O 3.029 -7.975 -2.530
O 1.386 -6.242 -2.284
C 1.090 -4.853 -2.013
C -0.352 -4.480 -1.704
C 2.324 -6.619 -4.693
H 1.497 -4.250 -2.823
H 1.686 -4.619 -1.124
H -1.042 -4.518 -2.573
H -0.369 -3.461 -1.335
H -0.734 -5.163 -0.914
H 3.321 -6.778 -5.156
H 1.967 -5.615 -4.951
H 1.679 -7.475 -4.909
O -6.566 -3.344 2.299
S -5.155 -3.474 2.044
O -4.302 -2.352 2.420
O -4.618 -4.785 2.763
C -3.690 -4.691 3.920
C -2.387 -5.259 3.399
C -4.887 -3.831 0.368
H -4.224 -5.170 4.763
H -3.597 -3.617 4.161
H -1.596 -5.291 4.159
H -1.939 -4.629 2.620
H -2.514 -6.225 2.948
H -3.831 -3.796 0.076
H -5.429 -3.147 -0.299
H -5.245 -4.841 0.222
O -6.396 -0.818 -0.535
S -7.771 -0.468 -0.226
O -8.778 -1.470 -0.230
O -7.853 0.228 1.160
C -7.835 -0.649 2.397
C -8.477 -0.016 3.649
C -8.227 0.912 -1.123
H -6.834 -0.883 2.673
H -8.386 -1.543 2.093
H -7.886 0.762 4.103
H -8.711 -0.840 4.371
H -9.463 0.466 3.499
H -8.289 0.640 -2.176
H -7.562 1.721 -0.869
H -9.228 1.257 -0.888
O 4.317 -2.241 -3.675
S 4.096 -2.956 -4.911
O 2.796 -3.509 -5.241
O 4.500 -2.028 -6.057
C 5.128 -0.701 -5.862
C 4.139 0.346 -5.366
C 5.214 -4.240 -5.069
H 5.571 -0.520 -6.845
H 5.944 -0.917 -5.192
H 4.521 1.312 -5.009
H 3.609 -0.128 -4.512
H 3.347 0.480 -6.111
H 5.148 -4.593 -6.111
H 4.993 -4.985 -4.299
H 6.255 -3.926 -4.934
O 5.234 -3.291 1.514
S 5.869 -2.670 0.400
O 5.636 -1.247 0.282
O 7.436 -2.921 0.355
C 8.342 -2.110 1.250
C 8.070 -2.330 2.754
C 5.487 -3.527 -1.007
H 8.225 -1.070 0.946
H 9.332 -2.481 0.970
H 8.737 -1.872 3.474
H 8.021 -3.385 2.980
H 7.093 -1.947 2.964
H 5.680 -4.578 -0.886
H 6.127 -3.206 -1.833
H 4.451 -3.368 -1.316
O -3.462 -3.552 -2.612
S -3.435 -2.228 -3.222
O -2.705 -1.147 -2.625
O -2.861 -2.490 -4.659
C -2.147 -1.380 -5.325
C -0.749 -1.207 -4.746
C -5.083 -1.728 -3.592
H -2.764 -0.487 -5.259
H -2.112 -1.691 -6.374
H -0.177 -2.112 -4.952
H -0.853 -1.061 -3.672
H -0.191 -0.370 -5.175
H -5.049 -0.934 -4.329
H -5.624 -1.410 -2.696
H -5.537 -2.645 -4.006
O -0.184 1.296 -8.058
S -1.590 1.465 -8.371
O -2.275 0.396 -8.995
O -2.374 1.705 -7.099
C -1.827 2.514 -5.950
C -3.040 2.987 -5.078
C -1.755 2.950 -9.298
H -1.241 3.349 -6.331
H -1.141 1.894 -5.370
H -3.633 2.173 -4.677
H -3.780 3.448 -5.705
H -2.720 3.720 -4.375
H -2.816 3.010 -9.538
H -1.118 2.719 -10.157
H -1.485 3.858 -8.804
O -0.496 0.209 1.975
S -0.662 -0.209 0.615
O -1.097 0.768 -0.313
O 0.714 -0.813 0.136
C 1.165 -0.624 -1.206
C 2.523 -1.276 -1.505
C -1.586 -1.685 0.610
H 1.163 0.446 -1.365
H 0.545 -1.068 -1.991
H 3.301 -0.903 -0.850
H 2.780 -1.069 -2.532
H 2.550 -2.366 -1.494
H -1.680 -2.018 -0.434
H -2.550 -1.437 1.055
H -1.016 -2.404 1.182
```

E_LUMO (eV): -0.3
HOMO-LUMO gap (Eh): 0.310
Max |F| (eV/Å): 4.9
Total energy (hartree): -9666.7270

Computed, not measured: a single CH2FNOS molecule, with ωB97M-V with the def2-TZVPD basis set.

The geometry in XYZ format:
```
7
CH2FNOS ωB97M-V with the def2-TZVPD basis set
C 0.586 0.168 0.148
N 1.638 -0.474 0.297
O -0.460 -0.437 -0.443
F 0.383 1.513 0.332
S -1.997 0.252 -0.531
H 2.431 -0.070 0.730
H -2.581 -0.953 -0.533
```

2S+1: 3
E_LUMO (spin up / spin down) (eV): 0.6 / -2.7
HOMO-LUMO gap (spin up / spin down) (Eh): 0.259 / 0.309
ΔE to the lowest compared entry with this formula, charge and spin (kJ/mol): 0.88
Max |F| (eV/Å): 5.4
<S²>: 2.01
Total energy (hartree): -667.1853

Computed, not measured: a 13-piece molecular cluster, C63H70F9NO4S3 overall, with ωB97M-V with the def2-TZVPD basis set.

The geometry in XYZ format:
```
150
C63H70F9NO4S3 ωB97M-V with the def2-TZVPD basis set
C 2.264 -0.509 2.102
S 1.522 -2.023 2.777
O 1.953 -3.138 1.886
C 2.567 -2.092 4.191
H 3.241 -0.807 1.748
H 2.407 0.268 2.813
H 1.609 -0.292 1.254
H 2.270 -1.115 4.690
H 3.605 -1.995 3.780
H 2.353 -2.935 4.836
C -0.801 -5.538 -3.188
S 0.205 -4.042 -3.181
O 0.976 -3.971 -1.900
C 1.448 -4.456 -4.464
H -1.491 -5.513 -2.319
H -0.270 -6.467 -3.063
H -1.303 -5.535 -4.145
H 2.085 -3.558 -4.493
H 0.992 -4.622 -5.443
H 1.958 -5.373 -4.116
C 0.619 5.859 -2.059
S -0.361 5.267 -0.589
O -1.261 6.422 -0.227
C -1.381 4.040 -1.392
H 0.922 5.168 -2.805
H 1.590 6.309 -1.704
H 0.015 6.627 -2.487
H -2.018 4.511 -2.108
H -1.994 3.509 -0.680
H -0.842 3.321 -1.968
F -5.327 0.228 -3.269
C -5.028 1.531 -3.437
C -4.895 2.258 -2.225
C -4.575 3.561 -2.240
C -4.520 4.189 -3.492
C -4.636 3.464 -4.715
C -4.845 2.106 -4.639
H -5.047 1.684 -1.351
H -4.333 4.101 -1.319
H -4.399 5.265 -3.560
H -4.574 3.954 -5.645
H -4.915 1.465 -5.544
F -2.452 -0.683 -4.799
C -1.522 0.259 -4.834
C -0.867 0.625 -3.618
C 0.169 1.564 -3.732
C 0.404 2.234 -4.924
C -0.311 1.881 -6.062
C -1.351 0.934 -6.005
H -1.037 0.059 -2.727
H 0.835 1.792 -2.887
H 1.191 2.930 -5.086
H -0.067 2.397 -6.983
H -1.967 0.610 -6.885
F 0.657 -7.023 0.164
C -0.443 -6.322 0.435
C -0.436 -5.048 0.986
C -1.628 -4.406 1.262
C -2.862 -5.026 0.999
C -2.888 -6.316 0.418
C -1.639 -6.987 0.153
H 0.462 -4.520 1.225
H -1.625 -3.379 1.621
H -3.799 -4.404 1.124
H -3.863 -6.761 0.147
H -1.684 -7.937 -0.332
F -3.135 2.688 1.836
C -4.224 3.557 1.791
C -5.483 3.065 1.801
C -6.528 3.981 1.783
C -6.314 5.326 1.725
C -4.984 5.761 1.663
C -3.888 4.899 1.686
H -5.654 1.996 1.829
H -7.541 3.541 1.689
H -7.107 5.990 1.498
H -4.725 6.817 1.561
H -2.832 5.133 1.503
F 4.967 -6.630 2.635
C 5.014 -6.127 1.347
C 6.207 -6.101 0.737
C 6.212 -5.794 -0.642
C 5.020 -5.408 -1.222
C 3.830 -5.382 -0.504
C 3.839 -5.756 0.792
H 7.016 -6.482 1.285
H 7.098 -5.926 -1.238
H 5.073 -5.247 -2.217
H 2.916 -5.135 -1.040
H 2.960 -5.734 1.426
F 3.336 2.254 -2.622
C 3.828 2.747 -1.462
C 5.184 3.015 -1.241
C 5.525 3.506 0.034
C 4.550 3.814 0.960
C 3.238 3.586 0.684
C 2.845 3.098 -0.532
H 5.933 2.719 -1.930
H 6.567 3.583 0.271
H 4.873 4.252 1.903
H 2.557 3.972 1.472
H 1.836 2.894 -0.785
F 8.823 -2.750 3.178
C 7.951 -2.126 2.367
C 8.327 -0.952 1.774
C 7.298 -0.325 1.014
C 6.053 -0.942 0.900
C 5.727 -2.096 1.600
C 6.708 -2.735 2.320
H 9.301 -0.474 2.014
H 7.568 0.656 0.655
H 5.315 -0.410 0.305
H 4.732 -2.535 1.414
H 6.443 -3.622 2.894
F -7.498 0.074 4.345
C -7.168 -0.125 3.068
C -6.041 -0.844 2.729
C -5.806 -1.135 1.347
C -6.793 -0.762 0.418
C -7.899 -0.032 0.810
C -8.103 0.285 2.126
H -5.352 -1.226 3.469
H -4.919 -1.671 1.077
H -6.612 -0.904 -0.607
H -8.547 0.288 -0.023
H -9.009 0.822 2.495
F 1.226 1.654 6.722
C 0.910 2.690 5.927
C 0.269 2.416 4.758
C 0.051 3.471 3.917
C 0.301 4.781 4.308
C 0.980 5.013 5.495
C 1.359 3.930 6.296
H 0.098 1.453 4.385
H -0.220 3.337 2.900
H 0.033 5.537 3.575
H 1.185 5.965 5.970
H 1.881 4.040 7.231
C -1.269 -0.784 0.240
C -0.083 -0.290 -0.455
O 0.240 0.891 -0.609
N 0.700 -1.310 -0.964
C 2.067 -1.079 -1.470
H -2.108 -0.122 0.092
H -1.137 -0.808 1.297
H -1.672 -1.751 -0.089
H 0.454 -2.286 -0.830
H 2.361 -2.051 -1.860
H 2.758 -0.823 -0.684
H 2.046 -0.404 -2.284
```

E_LUMO (eV): 0.3
HOMO-LUMO gap (Eh): 0.338
Max |F| (eV/Å): 3.3
Total energy (hartree): -4891.5346

Computed, not measured: a 2-piece molecular cluster, C14H16O2 overall, with ωB97M-V with the def2-TZVPD basis set.

The geometry in XYZ format:
```
32
C14H16O2 ωB97M-V with the def2-TZVPD basis set
C 1.344 -2.235 1.988
C 1.437 0.186 1.183
C 1.539 -1.180 0.916
C 1.566 1.158 0.212
C 1.946 0.767 -1.074
C 2.103 -1.510 -0.317
C 2.141 -0.572 -1.347
O 1.938 1.742 -2.031
H 1.118 0.421 2.196
H 1.333 2.151 0.475
H 0.362 -2.106 2.444
H 2.123 -2.088 2.720
H 2.369 -2.542 -0.526
H 2.365 1.423 -2.829
H 2.317 -0.929 -2.352
H 1.368 -3.231 1.553
C -1.524 0.442 -2.622
C -1.747 0.493 1.587
C -1.830 1.721 0.875
C -1.834 -0.744 0.884
C -1.870 1.727 -0.472
C -1.932 -0.728 -0.465
C -1.799 0.498 -1.173
O -1.571 0.459 2.884
H -1.901 2.634 1.453
H -1.802 1.305 3.293
H -1.661 -1.653 1.441
H -1.811 2.679 -0.974
H -1.892 -1.663 -1.008
H -1.793 1.383 -3.105
H -1.969 -0.451 -3.051
H -0.433 0.445 -2.758
```

2S+1: 2
E_LUMO (spin up / spin down) (eV): -3.4 / -7.1
HOMO-LUMO gap (spin up / spin down) (Eh): 0.297 / 0.160
ΔE to the lowest compared entry with this formula, charge and spin (kJ/mol): 10.90
Max |F| (eV/Å): 1.7
<S²>: 0.77
Total energy (hartree): -693.2598
Net charge: +1

Computed, not measured: a 2-piece molecular cluster, C5H9NO overall, with ωB97M-V with the def2-TZVPD basis set.

The geometry in XYZ format:
```
16
C5H9NO ωB97M-V with the def2-TZVPD basis set
C -0.905 0.522 -0.072
C 1.257 -1.790 -1.127
C -2.036 1.302 0.606
C 0.354 0.840 1.283
C 1.203 -0.532 -0.357
N 2.001 0.280 0.083
O 0.194 0.493 2.384
H 3.019 0.259 0.088
H -0.604 1.008 -0.999
H -1.256 -0.490 -0.269
H 1.218 -2.631 -0.428
H 2.170 -1.882 -1.727
H 0.385 -1.873 -1.781
H -1.755 2.342 0.793
H -2.324 0.856 1.561
H -2.923 1.296 -0.036
```

E_LUMO (spin up / spin down) (eV): 0.4 / 0.4
HOMO-LUMO gap (spin up / spin down) (Eh): 0.274 / 0.273
ΔE to the lowest compared entry with this formula, charge and spin (kJ/mol): 574.72
Max |F| (eV/Å): 1.5
Total energy (hartree): -325.7187

Number 2 is which compound?
CH2FNOS

Please write out number 4 again, unchanged.
Computed, not measured: a 2-piece molecular cluster, C14H16O2 overall, with ωB97M-V with the def2-TZVPD basis set.

The geometry in XYZ format:
```
32
C14H16O2 ωB97M-V with the def2-TZVPD basis set
C 1.344 -2.235 1.988
C 1.437 0.186 1.183
C 1.539 -1.180 0.916
C 1.566 1.158 0.212
C 1.946 0.767 -1.074
C 2.103 -1.510 -0.317
C 2.141 -0.572 -1.347
O 1.938 1.742 -2.031
H 1.118 0.421 2.196
H 1.333 2.151 0.475
H 0.362 -2.106 2.444
H 2.123 -2.088 2.720
H 2.369 -2.542 -0.526
H 2.365 1.423 -2.829
H 2.317 -0.929 -2.352
H 1.368 -3.231 1.553
C -1.524 0.442 -2.622
C -1.747 0.493 1.587
C -1.830 1.721 0.875
C -1.834 -0.744 0.884
C -1.870 1.727 -0.472
C -1.932 -0.728 -0.465
C -1.799 0.498 -1.173
O -1.571 0.459 2.884
H -1.901 2.634 1.453
H -1.802 1.305 3.293
H -1.661 -1.653 1.441
H -1.811 2.679 -0.974
H -1.892 -1.663 -1.008
H -1.793 1.383 -3.105
H -1.969 -0.451 -3.051
H -0.433 0.445 -2.758
```

2S+1: 2
E_LUMO (spin up / spin down) (eV): -3.4 / -7.1
HOMO-LUMO gap (spin up / spin down) (Eh): 0.297 / 0.160
ΔE to the lowest compared entry with this formula, charge and spin (kJ/mol): 10.90
Max |F| (eV/Å): 1.7
<S²>: 0.77
Total energy (hartree): -693.2598
Net charge: +1